[1]
Density functional theory data (ωB97M-V/def2-TZVPD) for one molecule with the formula C5H10O.

Positions of all 16 atoms, in Å:
C (0.407, -0.285, 1.999)
C (-0.439, 0.138, 0.814)
C (-0.108, 1.351, -0.018)
C (-0.300, 0.036, -0.709)
C (0.704, -0.629, -1.659)
O (-1.593, -0.033, -1.284)
H (0.126, 0.345, 2.855)
H (0.209, -1.320, 2.301)
H (1.484, -0.163, 1.850)
H (-1.500, 0.071, 1.050)
H (-0.865, 2.111, -0.189)
H (0.906, 1.733, 0.090)
H (1.447, 0.077, -2.041)
H (0.134, -0.950, -2.542)
H (1.218, -1.512, -1.273)
H (-1.831, -0.969, -1.245)

As for the energy: -271.7010 Eh. The value obtained for the orbital gap is 10.490 eV. The molar mass is 86.134 g mol⁻¹. The calculation puts the HOMO energy at -9.47 eV. The value obtained for the maximum force is 0.3 eV/A. Its SMILES is C[C@H]1C[C@]1(C)O. The LUMO energy comes out at 1.02 eV.

Results of the Mulliken charge analysis, in e, for atoms 1 through 5: number 1, C, carries -1.39; number 2, C, carries 0.17; number 3, C, carries -0.96; number 4, C, carries 0.94; number 5, C, carries -1.36

[2]
Density functional theory data (ωB97M-V/def2-TZVPD) for CHBrF2N2O2 as an isolated structure in a non-equilibrium geometry.

Positions of all 9 atoms, in Å:
C (1.783, 0.106, 0.410)
N (1.229, -0.955, 0.697)
N (-1.980, 0.346, -0.730)
O (-1.421, 0.395, 0.301)
O (-2.102, 0.832, -1.747)
F (1.790, -1.352, 1.983)
F (-2.927, -0.894, -0.684)
Br (1.272, 0.798, -1.191)
H (2.356, 0.724, 0.961)

As for the energy: -3072.1874 Eh. The value obtained for the orbital gap is 10.796 eV. The molar mass is 190.931 g mol⁻¹. The calculation puts the HOMO energy at -11.05 eV. The value obtained for the maximum force is 4.7 eV/A. The LUMO energy comes out at -0.25 eV.

Results of the Mulliken charge analysis, in e, for atoms 1 through 5: number 1, C, carries 0.00; number 2, N, carries -0.19; number 3, N, carries 1.11; number 4, O, carries -0.38; number 5, O, carries -0.39

[3]
Density functional theory data (ωB97M-V/def2-TZVPD) for a 7-piece molecular cluster, C33H53IO21 overall in a non-equilibrium geometry.

Positions of all 108 atoms, in Å:
C (4.108, -1.451, -2.393)
C (3.282, -0.564, -3.345)
C (2.928, 0.744, -2.611)
C (1.690, 1.422, -3.254)
C (2.175, 2.556, -4.172)
O (0.942, 2.030, -2.157)
C (-0.091, 1.294, -1.719)
O (-0.114, 0.861, -0.625)
O (-1.070, 1.199, -2.606)
C (-2.179, 0.401, -2.156)
C (-2.981, -0.020, -3.376)
C (-2.229, -0.845, -4.423)
I (-0.771, -2.203, -3.622)
H (3.558, -1.552, -1.462)
H (4.292, -2.433, -2.819)
H (5.048, -0.942, -2.189)
H (2.372, -1.089, -3.614)
H (3.861, -0.341, -4.238)
H (3.801, 1.389, -2.673)
H (2.696, 0.571, -1.562)
H (1.104, 0.721, -3.840)
H (3.167, 2.283, -4.522)
H (2.271, 3.481, -3.615)
H (1.520, 2.662, -5.032)
H (-1.886, -0.463, -1.570)
H (-2.806, 1.046, -1.544)
H (-3.884, -0.539, -3.067)
H (-3.287, 0.901, -3.873)
H (-1.758, -0.256, -5.198)
H (-2.962, -1.466, -4.926)
C (-2.208, -2.881, 0.732)
C (-2.428, -4.316, 1.132)
C (-1.256, -5.227, 0.885)
O (-1.903, -6.504, 0.758)
C (-3.158, -6.271, 0.292)
O (-3.903, -7.114, -0.091)
O (-3.444, -4.942, 0.325)
H (-3.158, -2.346, 0.687)
H (-1.556, -2.381, 1.448)
H (-1.755, -2.813, -0.259)
H (-2.759, -4.365, 2.173)
H (-0.539, -5.231, 1.701)
H (-0.738, -5.011, -0.053)
C (4.126, 8.658, -4.348)
C (4.570, 7.271, -4.741)
C (3.598, 6.177, -4.394)
O (4.465, 5.037, -4.293)
C (5.690, 5.503, -3.921)
O (6.594, 4.814, -3.577)
O (5.733, 6.859, -3.998)
H (4.967, 9.351, -4.381)
H (3.349, 9.015, -5.023)
H (3.738, 8.674, -3.328)
H (4.833, 7.249, -5.801)
H (2.839, 6.022, -5.158)
H (3.112, 6.324, -3.426)
C (6.999, 5.482, -9.197)
C (5.733, 6.205, -9.582)
C (5.938, 7.456, -10.395)
O (4.754, 8.205, -10.086)
C (4.355, 7.826, -8.846)
O (3.514, 8.375, -8.213)
O (5.055, 6.735, -8.428)
H (6.801, 4.758, -8.406)
H (7.418, 4.958, -10.055)
H (7.749, 6.176, -8.814)
H (5.044, 5.516, -10.080)
H (6.008, 7.267, -11.464)
H (6.804, 8.039, -10.073)
C (-4.028, -4.806, 6.857)
C (-3.082, -5.211, 5.756)
C (-1.814, -5.875, 6.224)
O (-0.915, -5.586, 5.140)
C (-1.333, -4.428, 4.577)
O (-0.714, -3.812, 3.766)
O (-2.547, -4.066, 5.057)
H (-4.777, -4.109, 6.476)
H (-4.529, -5.672, 7.261)
H (-3.502, -4.301, 7.663)
H (-3.605, -5.829, 5.019)
H (-1.918, -6.949, 6.364)
H (-1.408, -5.429, 7.134)
C (-0.646, 1.610, 2.205)
C (-0.035, 1.611, 3.585)
C (-0.933, 2.121, 4.682)
O (0.016, 2.578, 5.655)
C (1.139, 2.938, 4.974)
O (2.055, 3.523, 5.451)
O (1.062, 2.538, 3.678)
H (0.119, 1.490, 1.448)
H (-1.369, 0.801, 2.104)
H (-1.153, 2.556, 1.999)
H (0.354, 0.616, 3.821)
H (-1.576, 1.350, 5.102)
H (-1.542, 2.973, 4.373)
C (-7.861, -7.459, 11.781)
C (-7.277, -6.504, 10.770)
C (-7.289, -6.999, 9.347)
O (-6.200, -6.261, 8.772)
C (-5.320, -5.997, 9.777)
O (-4.225, -5.558, 9.630)
O (-5.867, -6.309, 10.980)
H (-7.584, -7.161, 12.792)
H (-8.948, -7.478, 11.707)
H (-7.485, -8.472, 11.631)
H (-7.760, -5.527, 10.854)
H (-8.219, -6.786, 8.826)
H (-7.062, -8.064, 9.263)

As for the energy: -3167.0819 Eh. The value obtained for the orbital gap is 10.037 eV. The molar mass is 912.670 g mol⁻¹. The calculation puts the HOMO energy at -9.69 eV. The value obtained for the maximum force is 2.2 eV/A. Its SMILES is CCC[C@H](C)OC(=O)OCCCI.C[C@@H]1COC(=O)O1.C[C@@H]1COC(=O)O1.C[C@@H]1COC(=O)O1.C[C@@H]1COC(=O)O1.C[C@@H]1COC(=O)O1.C[C@@H]1COC(=O)O1. The LUMO energy comes out at 0.34 eV.

Results of the Mulliken charge analysis, in e, for atoms 1 through 5: number 1, C, carries -1.31; number 2, C, carries -0.03; number 3, C, carries -1.14; number 4, C, carries 1.06; number 5, C, carries -1.73

[4]
Density functional theory data (ωB97M-V/def2-TZVPD) for a 7-piece molecular cluster, C17H38BF2N7O11 overall in a non-equilibrium geometry.

Positions of all 76 atoms, in Å:
C (-2.241, -3.522, -3.946)
C (-1.112, -4.379, -4.436)
O (-1.256, -5.241, -5.258)
N (0.205, -4.148, -3.837)
C (0.261, -4.646, -2.446)
C (0.653, -2.879, -4.132)
O (0.554, -2.371, -5.219)
O (1.305, -2.233, -3.078)
C (0.854, -0.954, -2.794)
F (-0.529, -0.918, -2.867)
F (1.300, -0.055, -3.736)
B (1.283, -0.474, -1.313)
O (1.243, 0.859, -1.021)
O (1.700, -1.390, -0.401)
H (-2.423, -2.711, -4.649)
H (-3.125, -4.150, -3.858)
H (-2.032, -3.079, -2.976)
H (0.840, -5.567, -2.426)
H (0.746, -3.946, -1.780)
H (-0.744, -4.894, -2.097)
H (0.602, 1.325, -1.573)
H (1.514, -1.045, 0.491)
C (-6.856, -2.000, -3.555)
C (-5.731, -2.058, -2.548)
N (-5.850, -3.003, -1.576)
O (-4.775, -1.310, -2.599)
H (-6.444, -2.167, -4.549)
H (-7.299, -1.006, -3.527)
H (-7.633, -2.739, -3.365)
H (-6.630, -3.629, -1.518)
H (-5.119, -3.065, -0.888)
C (4.264, 0.627, 1.540)
C (2.983, 1.045, 2.213)
N (2.882, 2.331, 2.614)
O (2.053, 0.271, 2.397)
H (4.029, 0.259, 0.543)
H (4.712, -0.184, 2.113)
H (4.980, 1.443, 1.458)
H (3.617, 2.999, 2.478)
H (2.007, 2.636, 3.031)
C (0.338, 0.797, 7.405)
C (0.353, 0.248, 5.995)
N (1.333, 0.700, 5.191)
O (-0.524, -0.503, 5.595)
H (0.360, -0.036, 8.106)
H (-0.585, 1.354, 7.558)
H (1.182, 1.454, 7.609)
H (1.995, 1.386, 5.499)
H (1.349, 0.408, 4.221)
C (5.491, -4.840, -2.525)
C (4.159, -4.418, -1.949)
N (3.999, -3.093, -1.721)
O (3.281, -5.226, -1.703)
H (5.319, -5.342, -3.475)
H (5.961, -5.545, -1.842)
H (6.166, -4.000, -2.687)
H (4.721, -2.426, -1.914)
H (3.128, -2.770, -1.329)
C (-1.222, 4.119, 2.435)
C (-0.460, 3.205, 3.362)
N (-1.189, 2.275, 4.018)
O (0.756, 3.299, 3.505)
H (-0.829, 4.004, 1.428)
H (-1.089, 5.150, 2.752)
H (-2.288, 3.901, 2.421)
H (-2.177, 2.171, 3.893)
H (-0.705, 1.646, 4.638)
C (-0.584, 6.950, 0.369)
C (-1.968, 7.477, 0.680)
N (-2.368, 8.554, -0.047)
O (-2.684, 6.978, 1.526)
H (-0.669, 5.914, 0.051)
H (0.020, 6.991, 1.273)
H (-0.087, 7.518, -0.416)
H (-1.794, 8.981, -0.749)
H (-3.283, 8.930, 0.134)

As for the energy: -2106.3647 Eh. The value obtained for the orbital gap is 9.799 eV. The molar mass is 565.337 g mol⁻¹. The calculation puts the HOMO energy at -9.55 eV. The value obtained for the maximum force is 1.5 eV/A. Its SMILES is CC(=O)N(C)C(=O)OC(F)(F)B(O)O.CC(N)=O.CC(N)=O.CC(N)=O.CC(N)=O.CC(N)=O.CC(N)=O. The LUMO energy comes out at 0.25 eV.

Results of the Mulliken charge analysis, in e, for atoms 1 through 5: number 1, C, carries -0.87; number 2, C, carries 0.21; number 3, O, carries -0.55; number 4, N, carries 0.13; number 5, C, carries -0.72

[5]
Density functional theory data (ωB97M-V/def2-TZVPD) for one molecule with the formula C5H6O4 in a non-equilibrium geometry.

Positions of all 15 atoms, in Å:
C (0.958, -1.238, -1.333)
C (-0.013, -0.487, -0.494)
C (-0.152, 0.965, -0.649)
O (-0.208, 1.670, -1.610)
C (0.099, 1.443, 0.902)
O (1.099, 2.055, 1.184)
O (-1.130, 1.691, 1.448)
C (-0.846, -1.075, 0.576)
O (0.296, -0.501, 1.178)
H (0.600, -1.215, -2.366)
H (1.929, -0.740, -1.330)
H (1.070, -2.262, -0.984)
H (-1.048, 2.457, 2.038)
H (-1.792, -0.600, 0.824)
H (-0.861, -2.161, 0.615)

As for the energy: -494.9933 Eh. The value obtained for the orbital gap is 9.610 eV. The molar mass is 130.099 g mol⁻¹. The calculation puts the HOMO energy at -9.37 eV. The value obtained for the maximum force is 4.1 eV/A. Its SMILES is C[C@@]1(C(=O)C(=O)O)CO1. The LUMO energy comes out at 0.24 eV.

Results of the Mulliken charge analysis, in e, for atoms 1 through 5: number 1, C, carries -1.33; number 2, C, carries 0.93; number 3, C, carries 0.14; number 4, O, carries -0.51; number 5, C, carries 0.88

[6]
Density functional theory data (ωB97M-V/def2-TZVPD) for C8H24N4O2SZr as an isolated structure.

Positions of all 40 atoms, in Å:
Zr (-0.043, -0.276, 0.289)
N (-0.438, 0.365, 2.514)
C (-1.518, 1.429, 2.581)
C (-1.434, 2.322, 1.357)
N (-1.361, 1.520, 0.072)
C (-2.688, 1.061, -0.494)
C (-3.249, -0.134, 0.254)
N (-2.168, -1.189, 0.432)
H (-0.690, -0.380, 3.170)
H (0.401, 0.772, 2.933)
H (-1.391, 2.030, 3.481)
H (-2.477, 0.928, 2.674)
H (-0.532, 2.936, 1.391)
H (-2.289, 2.999, 1.317)
H (-0.975, 2.158, -0.630)
H (-2.511, 0.816, -1.545)
H (-3.396, 1.892, -0.479)
H (-4.087, -0.554, -0.301)
H (-3.630, 0.130, 1.235)
H (-2.263, -1.875, -0.323)
H (-2.395, -1.741, 1.264)
C (3.210, 0.229, 2.481)
S (2.319, 0.463, 0.913)
C (3.602, 0.902, -0.299)
H (3.579, 1.202, 2.802)
H (4.031, -0.461, 2.288)
H (2.540, -0.204, 3.221)
H (4.288, 0.063, -0.392)
H (4.108, 1.787, 0.085)
H (3.109, 1.139, -1.240)
N (1.012, -3.062, -3.659)
C (0.902, -1.584, -3.444)
C (0.535, -1.170, -2.039)
O (0.429, 0.082, -1.770)
O (0.319, -1.983, -1.090)
H (1.295, -3.245, -4.634)
H (0.127, -3.563, -3.518)
H (1.718, -3.511, -3.063)
H (0.157, -1.176, -4.133)
H (1.855, -1.115, -3.704)

As for the energy: -1132.5130 Eh. The value obtained for the orbital gap is 8.286 eV. The molar mass is 331.597 g mol⁻¹. The calculation puts the HOMO energy at -23.36 eV. The value obtained for the maximum force is 0.1 eV/A. The LUMO energy comes out at -15.07 eV. The total charge is +4.

Results of the Mulliken charge analysis, in e, for atoms 1 through 5: number 1, Zr, carries 1.07; number 2, N, carries -0.57; number 3, C, carries -0.47; number 4, C, carries -0.58; number 5, N, carries -0.23